Here is a gas-phase ion, C6H12N3 (charge +1) in a non-equilibrium geometry from OMol25. Energies are from ωB97M-V/def2-TZVPD.

Its total charge is +1. The LUMO energy comes out at -3.94 eV. Its structure (SMILES) is C/C=C/C(=[NH2+])N/C=C\N. Its energy relative to the best compared isomer or geometry (same formula, charge and spin) is 42.72 kcal per mole. As for the total energy: -10879.4648 eV. The calculation puts the frontier orbital gap at 8.7 eV.

```
21
Properties=species:S:1:pos:R:3:forces:R:3:mulliken_charge:R:1
C -3.73764 -0.09482 0.50498 -1.4 0.4 0.6 -1.2108
C -2.35989 -0.24981 0.02638 0.1 -4.1 0.0 -0.0906
C -1.45076 0.66366 -0.13342 2.1 3.2 0.0 -0.1814
C -0.03000 0.35479 -0.43924 0.3 1.6 -0.8 0.8643
N 0.34560 -0.78627 -1.00090 0.9 0.8 1.4 -0.3172
N 0.95164 1.30383 -0.27165 -0.7 -3.9 0.4 -0.1673
C 2.34320 1.05782 -0.44203 0.5 1.6 -1.4 -0.1879
C 3.11101 0.04551 -0.02958 0.5 -2.9 1.3 -0.3421
N 2.76693 -1.06089 0.85420 1.3 0.3 -3.0 -0.4675
H -4.48739 -0.66546 -0.13591 1.0 0.6 1.1 0.3301
H -3.79837 -0.36096 1.60543 0.0 -0.4 -1.3 0.2929
H -4.01738 0.96866 0.54484 0.0 -0.2 -0.4 0.3501
H -1.99971 -1.35060 -0.13418 -0.9 1.9 0.3 0.0707
H -1.67963 1.74829 0.07784 0.3 -1.2 -0.3 0.2366
H 1.28766 -1.04025 -0.69055 -0.2 -0.7 -0.7 0.3567
H -0.33078 -1.48035 -1.21709 -0.3 -0.6 0.0 0.2331
H 0.69604 2.22310 -0.11308 -0.8 1.9 0.6 0.2172
H 2.77934 1.87904 -1.08120 -0.2 -1.3 0.8 0.3315
H 4.11168 -0.17225 -0.47375 -0.9 0.9 0.4 0.2946
H 3.29166 -1.93509 0.91494 0.4 1.0 -0.7 0.1941
H 2.20681 -1.04796 1.63395 -1.8 1.1 1.8 0.1930
```
Forces are in eV/Å.